[1]
Computed, not measured: a 2-piece molecular cluster, C28H30ClNO5 overall at a distorted geometry, with ωB97M-V with the def2-TZVPD basis set.

Last column: Löwdin charge in e.
Cartesian coordinates (Å):
C -0.43 -5.40 -4.68  -0.032
O -0.81 -5.70 -3.33  -0.048
C -0.24 -5.03 -2.30  -0.221
C -0.63 -5.41 -1.01  0.066
C -0.18 -4.71 0.08  -0.001
N 0.65 -3.64 -0.08  -0.040
C 1.09 -2.86 1.13  -0.067
C 0.18 -1.74 1.55  -0.138
C -1.14 -1.67 1.16  0.017
C -1.97 -0.49 1.16  -0.213
C -1.43 0.83 1.21  -0.014
C -2.26 1.92 1.27  0.018
C -3.67 1.75 1.33  -0.250
O -4.42 2.83 1.67  -0.075
C -5.85 2.68 1.78  -0.056
C -4.22 0.46 1.15  -0.011
C -3.37 -0.63 1.06  -0.019
C 0.70 -0.89 2.68  -0.388
C 2.15 -0.45 2.66  -0.007
O -0.02 -0.57 3.64  0.100
C 1.09 -3.29 -1.31  0.018
C 0.67 -3.95 -2.45  0.050
H -0.99 -6.12 -5.28  0.102
H -0.72 -4.37 -4.96  0.106
H 0.65 -5.55 -4.84  0.105
H -1.31 -6.25 -0.88  0.141
H -0.44 -4.98 1.10  0.162
H 1.19 -3.59 1.96  0.150
H 2.10 -2.47 0.91  0.123
H -1.60 -2.59 0.78  0.112
H -0.35 0.97 1.18  0.119
H -1.87 2.94 1.32  0.124
H -6.22 3.69 1.99  0.094
H -6.28 2.31 0.84  0.092
H -6.11 2.01 2.60  0.103
H -5.31 0.33 1.13  0.106
H -3.80 -1.62 0.90  0.116
H 2.64 -0.60 1.69  0.065
H 2.20 0.62 2.90  0.098
H 2.71 -0.99 3.43  0.102
H 1.81 -2.47 -1.35  0.155
H 1.02 -3.62 -3.42  0.124
C 2.08 -5.13 6.40  -0.094
C 0.77 -4.63 6.97  -0.268
O 0.61 -3.26 6.57  -0.061
C -0.50 -2.70 7.14  -0.531
C -0.72 -1.35 6.68  -0.055
C -1.56 -0.45 7.32  -0.244
C -2.48 -0.87 8.36  -0.062
C -3.46 0.00 8.82  -0.726
Cl -4.57 -0.53 10.01  0.632
C -3.56 1.31 8.31  -0.175
C -2.60 1.76 7.38  -0.139
C -1.62 0.91 6.89  -0.077
O -1.18 -3.34 7.95  -0.013
H 2.08 -6.23 6.37  0.066
H 2.27 -4.75 5.40  0.059
H 2.90 -4.82 7.06  0.072
H -0.08 -5.22 6.60  0.118
H 0.79 -4.69 8.07  0.121
H -0.19 -1.04 5.78  0.053
H -2.46 -1.90 8.69  0.084
H -4.37 1.95 8.63  0.074
H -2.64 2.79 7.02  0.085
H -0.92 1.22 6.11  0.092

Summary:
spin multiplicity: 1
total charge: 0
frontier orbital gap: 1.62 eV
F_max: 0.0528 Eh/bohr
relative energy (zero: lowest compared OMol25 entry of this formula, charge and spin): 25.3 kcal/mol
E_tot: -1975.919384 Eh

---

[2]
Computed, not measured: a 2-piece molecular cluster, C6H11N3O overall at a distorted geometry, with ωB97M-V with the def2-TZVPD basis set.

Last column: Löwdin charge in e.
Cartesian coordinates (Å):
C -2.01 -0.69 -2.42  -0.008
C -1.95 -0.78 -0.91  -0.587
O -1.05 -1.31 -0.30  0.038
N -3.03 -0.23 -0.24  0.146
H -2.59 0.15 -2.80  0.072
H -2.35 -1.66 -2.77  0.088
H -3.03 -0.25 0.76  0.103
H -3.79 0.13 -0.78  0.085
H -0.98 -0.55 -2.72  0.077
C 1.30 1.72 2.32  -0.055
C 1.73 0.77 0.02  -0.065
C 1.67 0.63 1.37  -0.388
C 2.25 -1.27 0.69  -0.210
N 2.19 -0.49 -0.42  0.037
N 2.01 -0.62 1.79  0.109
H 1.49 1.58 -0.65  0.105
H 1.86 -0.92 -1.26  0.124
H 1.15 2.70 1.87  0.070
H 2.15 1.88 2.99  0.072
H 2.52 -2.30 0.50  0.116
H 0.46 1.50 2.97  0.070

Summary:
spin multiplicity: 1
total charge: 0
frontier orbital gap: 8.98 eV
F_max: 0.0328 Eh/bohr
relative energy (zero: lowest compared OMol25 entry of this formula, charge and spin): 11.5 kcal/mol
E_tot: -474.747892 Eh

---

[3]
Computed, not measured: C21H36P2PtSe as an isolated structure at a distorted geometry, with ωB97M-V with the def2-TZVPD basis set.

Last column: Löwdin charge in e.
Cartesian coordinates (Å):
P 0.97 0.15 -1.71  0.579
P 1.77 2.80 -1.10  0.546
C 1.05 1.48 -3.10  -0.451
C 2.29 2.26 -2.83  -0.390
H 0.14 2.09 -2.99  0.069
H 1.12 0.95 -4.06  0.074
H 3.24 1.69 -2.86  0.096
H 2.47 3.11 -3.51  0.087
C 0.09 3.55 -1.08  -0.278
H 0.05 4.05 -0.10  0.014
H -0.73 2.85 -1.05  0.034
H -0.02 4.27 -1.89  0.052
C 2.73 4.35 -1.28  -0.253
H 2.19 5.10 -1.87  0.060
H 3.64 4.10 -1.84  0.041
H 2.97 4.64 -0.27  0.030
C -0.47 -0.52 -2.62  -0.264
H -0.75 -1.55 -2.42  0.013
H -0.21 -0.50 -3.69  0.049
H -1.36 0.10 -2.51  0.051
C 2.20 -1.01 -2.46  -0.223
H 3.14 -1.12 -1.92  0.048
H 2.35 -0.55 -3.43  0.034
H 1.68 -1.97 -2.55  0.035
Pt 1.46 1.08 0.09  0.582
C -3.18 -1.39 -0.19  -0.131
C -3.67 -1.85 -1.37  -0.117
C -3.49 -3.14 -2.16  -0.194
C -2.86 -4.25 -1.28  -0.179
C -1.41 -4.13 -1.61  -0.154
C -0.52 -3.50 -0.86  -0.153
C -0.73 -2.58 0.30  -0.179
C -2.05 -1.81 0.69  -0.190
C 2.19 -0.06 1.66  -0.396
H -3.71 -0.55 0.31  0.111
H -4.33 -1.15 -1.92  0.100
H -2.86 -2.94 -3.06  0.116
H -4.48 -3.45 -2.49  0.098
H -2.98 -4.14 -0.18  0.123
H -3.29 -5.23 -1.59  0.115
H -1.10 -4.50 -2.60  0.113
H 0.54 -3.79 -0.94  0.109
H 0.05 -1.79 0.17  0.055
H -0.43 -3.11 1.23  0.118
H -2.53 -2.27 1.57  0.113
H -1.64 -0.84 1.05  0.099
H 2.96 0.54 2.16  -0.046
H 2.56 -1.00 1.24  -0.014
H 1.42 -0.22 2.41  -0.034
Se 1.31 2.68 2.31  0.654
C 0.70 1.94 3.91  -0.683
C -0.62 1.43 4.03  -0.139
C -1.04 0.81 5.21  -0.101
C -0.15 0.65 6.29  -0.095
C 1.15 1.16 6.18  -0.100
C 1.57 1.81 5.03  -0.137
H -1.32 1.57 3.21  0.093
H -2.07 0.46 5.28  0.099
H -0.44 0.01 7.13  0.099
H 1.85 1.06 7.01  0.102
H 2.58 2.20 4.94  0.094

Summary:
spin multiplicity: 3
total charge: 0
frontier orbital gap (alpha / beta): 6.39 / 5.48 eV
F_max: 0.1020 Eh/bohr
relative energy (zero: lowest compared OMol25 entry of this formula, charge and spin): 0.0 kcal/mol
E_tot: -4025.013114 Eh

---

[4]
Computed, not measured: an isolated ion of composition C8H16NO and charge +1 at a distorted geometry, with ωB97M-V with the def2-TZVPD basis set.

Last column: Löwdin charge in e.
Cartesian coordinates (Å):
C 0.03 -0.26 -0.44  -0.177
C -0.65 1.94 -0.76  -0.094
C -0.39 1.26 -2.03  -0.133
C -0.22 0.98 0.38  -0.464
C -1.24 0.72 1.44  -0.015
C 1.12 1.46 0.97  0.035
C 0.74 -2.33 -1.19  -0.015
C 0.23 -2.14 1.36  0.050
N 0.31 -1.51 -0.05  -0.048
O 0.10 -0.03 -1.74  0.031
H -0.24 2.94 -0.59  0.143
H -1.76 2.05 -0.61  0.147
H -1.32 1.35 -2.60  0.148
H 0.39 1.65 -2.69  0.150
H -2.19 0.19 0.96  0.158
H -1.52 1.61 1.90  0.084
H -0.85 0.09 2.19  0.056
H 0.77 2.44 1.33  0.123
H 1.78 1.60 0.21  0.066
H 1.40 0.76 1.75  0.098
H 1.58 -3.05 -0.96  0.124
H 1.17 -1.62 -2.03  0.145
H -0.07 -2.88 -1.62  0.097
H -0.55 -1.93 1.97  0.040
H 1.30 -2.10 1.80  0.143
H 0.07 -3.19 1.03  0.106

Summary:
spin multiplicity: 1
total charge: +1
frontier orbital gap: 11.49 eV
F_max: 0.1240 Eh/bohr
relative energy (zero: lowest compared OMol25 entry of this formula, charge and spin): 39.2 kcal/mol
E_tot: -444.122557 Eh

---

[5]
Computed, not measured: one molecule with the formula C3H4BrF at a distorted geometry, with ωB97M-V with the def2-TZVPD basis set.

Last column: Löwdin charge in e.
Cartesian coordinates (Å):
C -0.26 -0.59 -0.19  -0.286
C -1.00 0.51 -0.61  -0.139
C 1.12 -0.30 0.92  -0.545
F -1.87 0.92 0.39  -0.046
Br 2.64 -0.18 -0.07  0.671
H -0.99 -1.24 0.45  0.134
H 0.18 -1.22 -1.01  0.090
H -0.78 1.41 -1.22  0.122
H 0.96 0.70 1.36  -0.001

Summary:
spin multiplicity: 1
total charge: 0
frontier orbital gap (alpha / beta): 7.44 / 8.65 eV
F_max: 0.0985 Eh/bohr
relative energy (zero: lowest compared OMol25 entry of this formula, charge and spin): 94.4 kcal/mol
E_tot: -2790.413468 Eh

---

[6]
Computed, not measured: one molecule with the formula C7H10Br2O at a distorted geometry, with ωB97M-V with the def2-TZVPD basis set.

Last column: Löwdin charge in e.
Cartesian coordinates (Å):
C -1.73 0.34 0.85  -0.312
C -2.83 1.16 1.12  -0.571
C -0.82 -0.52 -0.45  -0.260
C 0.54 0.08 -0.41  -0.375
C 1.61 -0.54 0.06  0.068
C 0.59 1.49 -0.90  -0.038
C -0.93 -1.99 -0.14  -0.583
O -1.06 0.04 2.01  -0.022
Br -4.02 1.73 -0.22  0.637
Br -2.80 -2.57 -0.12  0.669
H -3.04 1.44 2.13  0.050
H -1.35 -0.27 -1.37  0.126
H -0.16 -0.27 1.81  0.081
H 2.57 -0.05 0.09  0.070
H 1.60 -1.57 0.40  0.065
H 1.59 1.92 -0.77  0.081
H -0.13 2.11 -0.38  0.086
H 0.34 1.53 -1.96  0.091
H -0.53 -2.26 0.83  0.061
H -0.44 -2.58 -0.92  0.075

Summary:
spin multiplicity: 1
total charge: 0
frontier orbital gap: 8.98 eV
F_max: 0.0805 Eh/bohr
relative energy (zero: lowest compared OMol25 entry of this formula, charge and spin): 9.9 kcal/mol
E_tot: -5495.916802 Eh